(1)
Computed, not measured: a 2-piece molecular cluster, C3H8INS2 overall in a non-equilibrium geometry, with wB97M-V/def2-TZVPD.

Properties
LUMO level (spin up / spin down) = -0.17 / -1.15 eV
Calculated total energy = -1267.7623 hartree
Energy above the lowest of the compared OMol25 structures with the same formula, charge and spin = 318.5 kJ/mol
Gap between HOMO and LUMO (spin up / spin down) = 8.477 / 5.678 eV
HOMO (spin up / spin down) = -8.64 / -6.82 eV
Strongest force on any atom = 3.43 eV Å⁻¹

XYZ file:
```
15
Properties=species:S:1:pos:R:3:forces:R:3:lowdin_charge:R:1
H -0.2321 -0.2117 2.2416 0.32 0.23 1.70 -0.005
H -0.4732 2.1759 -0.0851 2.46 0.93 -1.26 -0.023
C -0.1060 -0.5825 1.2757 0.05 -0.05 -1.35 -0.892
N 1.8992 1.2688 -0.1688 -1.66 0.74 1.99 -0.593
H 1.2639 -0.9720 -1.0299 0.73 0.26 -0.50 -0.063
C -1.2736 1.7734 0.4012 0.45 -1.61 2.00 -0.377
I 3.5477 0.2206 0.0079 0.63 -0.07 0.40 0.771
S -1.2995 -0.0134 0.1882 -0.74 0.17 -0.38 0.817
H 1.4928 -2.8129 -0.9661 0.61 -0.34 -1.07 0.021
C 0.8779 -1.9518 -0.8452 -0.58 0.15 1.76 -0.426
H -2.0876 2.1601 -0.0567 -2.89 0.89 -1.61 -0.006
H 1.5076 1.5062 0.8361 1.33 -0.65 -2.11 -0.035
H -0.0826 -1.9841 -1.2989 -0.66 -0.58 -0.50 0.006
S 0.7057 -2.0523 0.9661 -0.15 0.32 0.20 0.750
H -1.3137 2.1701 1.4009 0.11 -0.39 0.73 0.055
```
Forces are in eV/Å.

(2)
Computed, not measured: C5H11OS as an isolated structure, with wB97M-V/def2-TZVPD.

Properties
LUMO level = 3.99 eV
Charge = -1
Calculated total energy = -670.5533 hartree
Energy above the lowest of the compared OMol25 structures with the same formula, charge and spin = 29.3 kJ/mol
Gap between HOMO and LUMO = 7.014 eV
HOMO = -3.02 eV
Strongest force on any atom = 0.51 eV Å⁻¹

XYZ file:
```
18
Properties=species:S:1:pos:R:3:forces:R:3:lowdin_charge:R:1
H 0.0851 2.0543 -3.1124 0.03 0.15 0.17 0.051
C -1.0418 0.3537 2.9885 0.25 -0.25 0.04 -0.130
H 0.7728 2.2536 -1.4594 -0.05 0.26 0.07 0.044
H -0.7457 -0.5033 3.5986 -0.05 -0.09 0.05 0.060
C 0.7386 1.6214 -2.3411 -0.11 -0.30 -0.17 -0.228
O -1.6319 -0.7879 0.2397 -0.29 0.07 -0.16 -0.129
H -0.7724 0.3649 -1.5052 -0.08 -0.29 -0.07 0.037
H -2.0923 0.2267 2.7343 -0.09 0.13 0.01 0.063
H 1.7472 1.5763 -2.7499 0.11 -0.07 -0.01 0.042
S 1.2616 -0.6040 -0.7347 0.07 -0.09 0.07 0.460
H 0.1401 -0.3681 -2.8450 -0.16 -0.17 -0.10 0.033
C -0.1862 0.3968 1.7151 -0.48 -0.05 0.17 -0.291
H -0.9060 1.2381 3.6116 -0.07 0.14 -0.03 0.053
H -0.1672 -1.7677 1.2252 0.19 0.12 -0.14 0.081
C 0.2231 0.2351 -1.9440 0.25 0.41 0.01 -0.722
C -0.5590 -0.8001 0.8511 0.14 -0.10 0.27 -0.601
H -0.4460 1.2902 1.1455 0.23 0.06 -0.07 0.099
H 0.8694 0.3915 1.9675 0.12 0.08 -0.10 0.075
```
Forces are in eV/Å.

(3)
Computed, not measured: C7H10S in the gas phase in a non-equilibrium geometry, with wB97M-V/def2-TZVPD.

Properties
LUMO level = -0.03 eV
Calculated total energy = -670.8403 hartree
Energy above the lowest of the compared OMol25 structures with the same formula, charge and spin = 166.2 kJ/mol
Gap between HOMO and LUMO = 8.572 eV
HOMO = -8.60 eV
Strongest force on any atom = 2.23 eV Å⁻¹

XYZ file:
```
18
Properties=species:S:1:pos:R:3:forces:R:3:lowdin_charge:R:1
H -2.4806 0.6227 0.3284 -0.43 -0.56 0.43 0.066
H -2.3447 1.7558 -1.0657 0.73 -0.76 1.07 0.091
S 0.0743 0.6739 -2.0443 -0.03 -0.05 0.22 0.757
C -1.2083 -2.0965 1.3994 -0.35 -0.59 0.88 0.022
H 3.4583 0.3280 1.5518 -0.44 -0.03 -0.03 0.061
C 2.3631 0.3333 1.6230 1.13 -0.32 -1.31 0.025
H 2.0683 -0.4213 -0.3320 0.45 -0.16 -0.29 0.077
H -0.0575 -2.0658 -0.3266 0.31 -0.67 -0.71 0.099
H -0.2175 0.2836 1.5645 -0.04 0.18 -0.09 0.133
C -0.5242 0.6360 -0.5396 -0.17 0.20 0.05 -0.775
H -1.5604 -1.5719 2.2680 -0.07 0.37 0.27 0.061
C -1.8188 1.3016 -0.1640 -0.11 1.73 -1.39 -0.124
C 1.6379 -0.0817 0.5871 -0.57 0.19 0.89 -0.164
C 0.1297 -0.1223 0.6100 -0.26 -0.04 0.16 -0.382
H -1.4881 -3.1381 1.3808 -0.11 -0.11 -0.38 0.059
H -1.6278 2.1538 0.5225 0.05 -0.54 -0.17 0.096
C -0.4014 -1.5476 0.5314 0.60 1.03 -0.21 -0.149
H 1.9930 0.7337 2.5331 -0.68 0.13 0.62 0.047
```
Forces are in eV/Å.

(4)
Computed, not measured: C2H3NOS in the gas phase in a non-equilibrium geometry, with wB97M-V/def2-TZVPD.

Properties
LUMO level = 0.44 eV
Calculated total energy = -606.1029 hartree
Energy above the lowest of the compared OMol25 structures with the same formula, charge and spin = 221.7 kJ/mol
Gap between HOMO and LUMO = 9.337 eV
HOMO = -8.90 eV
Strongest force on any atom = 7.02 eV Å⁻¹

XYZ file:
```
8
Properties=species:S:1:pos:R:3:forces:R:3:lowdin_charge:R:1
H -0.6523 1.2528 -1.8680 0.94 -1.39 1.52 0.161
S -0.9715 -0.3903 1.2870 -0.98 2.30 -0.10 0.866
C -0.5163 0.6854 -0.8692 1.80 1.53 -1.45 -0.318
O 0.6044 -0.1914 -0.6742 -2.61 3.75 -5.33 -0.138
H 0.6170 -1.6223 0.3412 1.25 -3.08 1.25 0.050
N -1.2711 1.0261 0.0670 -0.37 -2.56 1.48 -0.149
H 1.5607 -0.1364 1.1374 -1.95 -1.29 -0.76 0.145
C 0.6292 -0.6239 0.5788 1.93 0.74 3.39 -0.616
```
Forces are in eV/Å.